Record 1
{
  "formula": "C34H26B4N2O34V",
  "method": "ωB97M-V/def2-TZVPD",
  "multiplicity": 5,
  "total_charge": -1,
  "s2": 6.01,
  "orbital_gap_ha": [0.23591, 0.07626],
  "symbols": ["V", "O", "C", "O", "B", "O", "C", "O", "O", "C", "O", "C", "O", "O", "O", "C", "O", "B", "O", "C", "O", "O", "C", "O", "C", "O", "O", "O", "C", "O", "B", "O", "C", "O", "O", "C", "O", "C", "O", "O", "O", "C", "O", "B", "O", "C", "O", "O", "C", "O", "C", "O", "O", "C", "C", "C", "O", "C", "H", "H", "H", "H", "H", "H", "H", "H", "C", "C", "C", "O", "C", "H", "H", "H", "H", "H", "H", "H", "H", "N", "C", "C", "C", "C", "C", "H", "H", "H", "H", "H", "N", "C", "C", "C", "C", "C", "H", "H", "H", "H", "H"],
  "coordinates": [[0.238, -0.553, 0.102], [-0.945, 3.898, 0.123], [-1.696, 3.444, 0.967], [-2.480, 4.086, 1.784], [-3.231, 3.106, 2.683], [-2.717, 1.790, 2.343], [-1.751, 1.945, 1.457], [-1.040, 1.080, 1.025], [-4.682, 3.240, 2.425], [-5.274, 3.657, 3.520], [-6.466, 3.927, 3.632], [-4.225, 3.643, 4.711], [-3.062, 3.373, 4.147], [-4.494, 3.810, 5.905], [4.663, -2.139, -7.604], [4.519, -1.619, -6.508], [3.968, -2.131, -5.444], [4.011, -1.148, -4.325], [4.528, 0.055, -4.902], [4.906, -0.116, -6.194], [5.410, 0.678, -6.970], [2.701, -0.946, -3.657], [2.825, -1.205, -2.381], [1.993, -1.039, -1.508], [4.251, -1.802, -2.152], [4.895, -1.737, -3.286], [4.631, -2.247, -1.069], [-8.124, 1.770, 2.620], [-7.483, 0.757, 2.301], [-6.329, 0.337, 2.821], [-5.768, -0.784, 2.041], [-6.875, -1.146, 1.162], [-7.809, -0.276, 1.230], [-8.841, -0.292, 0.586], [-5.375, -1.921, 2.877], [-4.127, -2.270, 2.581], [-3.475, -3.264, 2.980], [-3.591, -1.366, 1.463], [-4.549, -0.458, 1.258], [-2.491, -1.407, 0.908], [4.674, 5.496, -4.469], [3.817, 4.665, -4.294], [2.956, 4.548, -3.278], [2.033, 3.406, -3.530], [2.467, 2.871, -4.853], [3.543, 3.507, -5.261], [4.236, 3.285, -6.240], [0.609, 3.737, -3.702], [-0.105, 2.984, -2.903], [-1.332, 2.925, -2.803], [0.877, 2.136, -2.096], [2.083, 2.391, -2.436], [0.525, 1.253, -1.292], [1.543, -1.811, 4.162], [0.092, -2.092, 4.457], [-0.675, -1.370, 3.369], [0.389, -0.794, 2.500], [1.539, -0.588, 3.316], [1.985, -2.604, 3.559], [2.200, -1.672, 5.021], [-0.112, -1.653, 5.434], [-0.059, -3.167, 4.360], [-1.396, -0.596, 3.633], [-1.244, -2.160, 2.881], [1.550, 0.323, 3.914], [2.428, -0.520, 2.689], [3.245, 2.251, 2.155], [4.266, 1.446, 1.359], [3.416, 0.667, 0.414], [2.032, 0.829, 0.790], [1.962, 2.141, 1.425], [3.533, 3.294, 2.286], [3.088, 1.776, 3.123], [4.836, 0.769, 1.995], [4.984, 2.089, 0.849], [3.746, -0.363, 0.554], [3.679, 0.934, -0.610], [1.115, 2.089, 2.110], [1.832, 2.885, 0.639], [0.423, -2.818, 0.452], [-0.621, -3.714, 0.656], [-0.534, -4.963, 1.289], [0.765, -5.417, 1.647], [1.869, -4.659, 1.257], [1.661, -3.378, 0.720], [-1.566, -3.417, 0.226], [-1.456, -5.497, 1.467], [0.865, -6.377, 2.131], [2.872, -4.938, 1.542], [2.508, -2.732, 0.544], [-1.038, -0.912, -1.705], [-2.025, -0.108, -2.133], [-2.655, -0.209, -3.357], [-2.333, -1.257, -4.199], [-1.390, -2.178, -3.789], [-0.771, -1.954, -2.588], [-2.273, 0.732, -1.501], [-3.453, 0.502, -3.518], [-2.860, -1.372, -5.134], [-1.062, -2.816, -4.596], [0.077, -2.551, -2.288]],
  "mulliken_spin": [2.68, 0.00, 0.00, 0.01, -0.01, 0.03, 0.03, -0.10, 0.05, -0.03, 0.52, 0.02, 0.06, 0.10, 0.00, 0.00, 0.00, 0.00, 0.00, 0.00, 0.00, 0.00, -0.01, -0.04, 0.00, 0.00, 0.00, 0.22, -0.02, 0.02, -0.01, 0.02, 0.01, 0.03, 0.00, 0.00, 0.00, -0.01, 0.00, 0.02, 0.00, 0.00, 0.00, 0.00, 0.00, 0.00, 0.00, 0.00, 0.00, 0.00, 0.00, 0.02, 0.00, 0.00, 0.00, 0.02, 0.02, 0.01, 0.00, 0.00, 0.00, 0.00, 0.01, 0.00, 0.00, 0.00, 0.00, 0.00, 0.02, -0.02, 0.03, 0.00, 0.00, 0.00, 0.00, -0.01, 0.00, 0.00, 0.00, 0.00, 0.05, 0.00, 0.01, 0.01, 0.08, 0.01, 0.00, 0.00, 0.00, -0.01, -0.02, 0.07, 0.00, 0.01, 0.00, 0.06, 0.01, 0.00, 0.00, 0.00, 0.01]
}

***

Record 2
{
  "formula": "C34H26Cl2N5O4Pt",
  "method": "ωB97M-V/def2-TZVPD",
  "total_charge": 1,
  "relative_energy_kcal_mol": 0.0,
  "orbital_gap_ha": 0.25748,
  "symbols": ["Pt", "N", "C", "C", "C", "C", "C", "C", "C", "C", "N", "C", "H", "H", "H", "H", "H", "H", "H", "H", "Cl", "C", "C", "C", "Cl", "C", "O", "C", "C", "O", "C", "H", "H", "H", "N", "C", "C", "C", "C", "C", "C", "C", "C", "C", "C", "C", "C", "C", "H", "H", "H", "H", "H", "H", "H", "H", "H", "H", "C", "N", "C", "C", "C", "O", "N", "C", "O", "H", "H", "H", "H", "H"],
  "coordinates": [[-0.043, -0.509, 0.569], [-0.068, -2.485, 0.039], [1.056, -3.172, 0.656], [1.491, -4.406, 0.282], [2.575, -5.003, 0.962], [3.182, -4.363, 2.003], [2.747, -3.078, 2.409], [3.343, -2.341, 3.458], [2.878, -1.094, 3.748], [1.818, -0.554, 2.998], [1.232, -1.213, 2.025], [1.680, -2.480, 1.721], [-0.131, -2.667, -0.959], [-0.944, -2.823, 0.443], [1.007, -4.930, -0.533], [2.915, -5.982, 0.654], [4.009, -4.824, 2.527], [4.167, -2.773, 4.011], [3.311, -0.497, 4.538], [1.455, 0.444, 3.198], [-1.061, 3.956, 6.418], [-0.842, 3.148, 4.901], [-0.257, 3.826, 3.837], [-0.078, 3.181, 2.636], [0.641, 4.048, 1.324], [-0.457, 1.831, 2.413], [-0.235, 1.376, 1.207], [-1.065, 1.165, 3.519], [-1.609, -0.212, 3.575], [-1.568, -1.094, 2.745], [-1.242, 1.850, 4.734], [0.057, 4.855, 3.947], [-2.107, -0.416, 4.540], [-1.711, 1.330, 5.560], [-0.719, 0.258, -1.230], [0.067, 0.367, -2.253], [-0.245, 0.821, -3.618], [-1.541, 0.980, -4.132], [-1.733, 1.324, -5.455], [-0.645, 1.533, -6.295], [0.640, 1.384, -5.803], [0.838, 1.024, -4.480], [1.478, -0.009, -1.936], [2.233, 0.908, -1.210], [3.524, 0.571, -0.833], [4.054, -0.666, -1.177], [3.306, -1.562, -1.930], [2.018, -1.229, -2.322], [-2.410, 0.825, -3.514], [-2.739, 1.436, -5.835], [-0.804, 1.813, -7.328], [1.494, 1.548, -6.446], [1.847, 0.919, -4.110], [1.792, 1.857, -0.930], [4.117, 1.274, -0.262], [5.061, -0.924, -0.875], [3.728, -2.515, -2.222], [1.448, -1.911, -2.946], [-5.270, -0.124, -0.032], [-4.166, 0.699, -0.524], [-4.272, 2.065, -0.618], [-3.261, 2.863, -0.990], [-1.970, 2.302, -1.314], [-0.973, 2.893, -1.636], [-1.968, 0.866, -1.273], [-2.983, 0.053, -0.790], [-2.830, -1.145, -0.633], [-6.180, 0.469, -0.061], [-5.077, -0.453, 0.988], [-5.383, -0.999, -0.665], [-5.246, 2.461, -0.368], [-3.374, 3.933, -1.047]],
  "lowdin_charge": [1.22, -0.01, -0.21, 0.00, -0.04, -0.01, -0.13, 0.02, -0.01, -0.06, -0.03, -0.15, 0.11, 0.12, 0.13, 0.12, 0.12, 0.13, 0.12, 0.12, 0.68, -0.67, -0.11, -0.57, 0.74, -0.38, -0.28, -0.13, -0.21, -0.01, -0.08, 0.11, 0.12, 0.11, -0.01, -0.13, -0.13, -0.01, -0.05, -0.05, -0.05, 0.00, -0.24, -0.03, -0.05, -0.07, -0.07, -0.05, 0.11, 0.11, 0.11, 0.11, 0.12, 0.12, 0.11, 0.11, 0.11, 0.13, 0.01, -0.04, -0.03, 0.04, -0.41, 0.11, 0.04, -0.45, 0.07, 0.09, 0.10, 0.10, 0.14, 0.13]
}

***

Record 3
{
  "formula": "C34H26ClN6O7RuSSe",
  "method": "ωB97M-V/def2-TZVPD",
  "multiplicity": 5,
  "total_charge": 1,
  "relative_energy_kcal_mol": 1.3,
  "s2": 6.04,
  "orbital_gap_ha": [0.24756, 0.20282],
  "symbols": ["Ru", "Cl", "C", "C", "C", "C", "O", "C", "C", "N", "C", "C", "C", "C", "C", "C", "C", "C", "N", "C", "C", "H", "H", "H", "H", "H", "H", "H", "H", "H", "H", "C", "N", "C", "C", "N", "C", "C", "Se", "H", "H", "H", "H", "H", "H", "H", "H", "O", "C", "O", "C", "C", "C", "C", "C", "C", "N", "O", "O", "N", "O", "O", "H", "H", "H", "S", "C", "C", "C", "C", "C", "C", "H", "H", "H", "H", "H"],
  "coordinates": [[-0.192, -0.481, 0.636], [5.162, -0.847, 5.538], [3.699, -0.764, 4.620], [2.476, -0.565, 5.279], [1.308, -0.504, 4.567], [1.289, -0.631, 3.161], [0.117, -0.600, 2.582], [2.534, -0.815, 2.497], [2.703, -0.925, 1.090], [1.781, -0.838, 0.183], [2.066, -0.901, -1.201], [3.310, -0.928, -1.780], [3.446, -1.009, -3.180], [2.353, -1.054, -3.996], [1.056, -1.004, -3.437], [-0.126, -1.019, -4.209], [-1.342, -0.943, -3.590], [-1.388, -0.843, -2.192], [-0.308, -0.838, -1.444], [0.919, -0.920, -2.038], [3.724, -0.887, 3.262], [2.466, -0.462, 6.355], [0.360, -0.358, 5.066], [3.727, -1.098, 0.766], [4.207, -0.872, -1.180], [4.441, -1.029, -3.604], [2.463, -1.115, -5.071], [-0.054, -1.084, -5.287], [-2.264, -0.944, -4.152], [-2.331, -0.746, -1.671], [4.670, -1.032, 2.755], [-3.981, 2.406, 0.185], [-4.349, 1.055, -0.227], [-5.298, 0.768, -1.179], [-5.344, -0.577, -1.307], [-4.417, -1.094, -0.430], [-4.148, -2.513, -0.237], [-3.812, -0.087, 0.233], [-2.539, -0.274, 1.608], [-4.868, 3.033, 0.148], [-3.207, 2.787, -0.475], [-3.587, 2.371, 1.197], [-5.861, 1.541, -1.671], [-5.954, -1.207, -1.928], [-5.031, -3.075, -0.529], [-3.922, -2.696, 0.810], [-3.298, -2.824, -0.842], [0.772, 1.656, 0.823], [-0.054, 2.287, 0.109], [-0.973, 1.729, -0.533], [0.074, 3.786, 0.054], [-0.841, 4.526, -0.678], [-0.735, 5.903, -0.697], [0.264, 6.580, -0.024], [1.164, 5.809, 0.688], [1.089, 4.430, 0.747], [2.250, 6.497, 1.420], [3.068, 5.799, 1.979], [2.267, 7.707, 1.379], [-1.733, 6.676, -1.462], [-2.644, 6.054, -1.973], [-1.553, 7.867, -1.570], [-1.623, 4.035, -1.235], [0.338, 7.656, -0.051], [1.804, 3.864, 1.325], [-0.812, -3.304, 0.921], [0.328, -4.533, 0.579], [0.112, -5.827, 1.103], [1.014, -6.840, 0.857], [2.140, -6.594, 0.076], [2.364, -5.327, -0.461], [1.474, -4.306, -0.211], [-0.769, -6.002, 1.706], [0.845, -7.825, 1.268], [2.843, -7.393, -0.119], [3.237, -5.148, -1.075], [1.633, -3.324, -0.628]],
  "mulliken_spin": [2.58, 0.00, 0.01, 0.00, 0.01, 0.02, 0.06, 0.00, 0.01, -0.04, 0.02, 0.01, 0.00, 0.00, -0.01, 0.01, -0.01, 0.03, -0.01, 0.02, 0.01, 0.00, 0.00, 0.00, 0.00, 0.00, 0.00, 0.00, 0.00, -0.01, 0.00, 0.00, 0.00, 0.00, 0.00, 0.00, 0.01, 0.02, 0.07, 0.00, 0.00, 0.00, 0.00, 0.00, 0.00, 0.00, -0.01, 0.13, -0.07, 0.06, 0.03, 0.00, 0.00, 0.00, 0.00, 0.01, 0.00, 0.00, 0.00, 0.00, 0.00, 0.00, 0.00, 0.00, 0.00, 0.76, -0.02, 0.11, -0.06, 0.16, -0.06, 0.11, 0.00, 0.00, 0.01, 0.00, 0.04]
}